DFT (ωB97M-V with the def2-TZVPD basis set) results for C32H27F2N5O4S2V as an isolated structure.

Each line ends with the Löwdin spin population.
Geometry (Å):
V: -0.10001 -0.31489 -1.02393  1.077
S: 3.11839 -0.73495 1.67399  -0.004
S: 3.91850 -1.56580 -0.96022  -0.001
F: -1.41556 -1.31767 -3.40139  -0.008
F: -0.25967 -2.85582 -2.33798  -0.003
O: 1.48159 0.65486 -1.71828  0.009
O: -1.06027 0.97892 -1.79412  -0.012
O: 0.68502 1.28090 0.63215  0.003
O: 1.60545 2.75238 -2.47550  -0.003
N: 1.37119 -1.59252 -0.22957  -0.013
N: -1.65801 -0.25774 2.15840  0.003
N: 0.35164 -1.37113 0.60865  -0.017
N: -4.20797 -1.41689 -0.65077  0.003
N: -2.04317 -1.13625 -0.69239  -0.006
C: -3.40757 0.73336 -1.57438  -0.002
C: -2.00015 5.37651 0.00295  0.000
C: 2.63897 -1.30295 0.17357  -0.002
C: -2.68015 0.14893 2.89434  0.000
C: 3.62467 2.96725 -0.10512  0.000
C: 4.75274 3.41296 0.57260  0.000
C: 1.12555 2.41696 -0.12366  0.001
C: -2.27782 1.44223 -2.00779  0.003
C: -2.31735 -2.39174 -0.20099  0.003
C: -2.15945 -1.35693 4.66706  0.000
C: 2.29459 3.41150 1.84470  0.000
C: -2.97798 -0.36768 4.15022  0.002
C: -4.81702 2.51548 -2.38586  -0.004
C: -3.65767 -2.57770 -0.16258  -0.002
C: 2.38948 2.96406 0.52808  0.000
C: 3.42016 3.85107 2.51889  0.000
C: -0.87762 -1.22356 2.65418  0.000
C: -4.67498 1.29183 -1.76835  0.002
C: -2.16939 4.16236 0.64790  0.000
C: 0.26144 -1.67015 1.84551  0.006
C: -3.68976 3.20279 -2.83214  0.001
C: 0.17898 4.66771 -0.73338  0.000
C: -0.25336 -1.52816 -2.70728  -0.040
C: 0.00512 3.44222 -0.09503  0.000
C: -2.43056 2.67536 -2.65143  -0.004
C: 4.65455 3.85321 1.88179  0.000
C: 3.08547 -1.96424 -2.50441  0.000
C: -1.17272 3.19660 0.60134  0.000
C: -3.20551 -0.56568 -0.97603  0.005
C: -1.08532 -1.79204 3.90816  0.002
C: -0.82187 5.62554 -0.68854  0.000
C: 1.41721 1.94464 -1.59271  0.002
H: -3.82425 0.01051 4.70706  0.000
H: -3.80303 4.16517 -3.31436  0.000
H: 2.68139 -1.05247 -2.93313  0.000
H: 3.85555 -2.37198 -3.15707  0.000
H: -0.41314 -2.55731 4.27405  0.000
H: -3.08729 3.95923 1.18745  0.000
H: -1.53566 3.19551 -2.96826  0.000
H: -2.77998 6.12710 0.03879  0.000
H: -5.56494 0.77243 -1.43092  0.000
H: 5.53625 4.19650 2.40788  0.000
H: 1.32836 3.41112 2.33564  0.000
H: 1.47767 0.84571 1.00726  0.000
H: 3.71446 2.62691 -1.12817  0.000
H: -2.34928 -1.77924 5.64474  0.000
H: -5.18501 -1.24149 -0.79676  0.000
H: 0.57353 -1.37070 -3.40026  -0.002
H: -1.53332 -3.07445 0.07030  0.000
H: 2.30685 -2.70638 -2.34835  0.000
H: -3.29149 0.93825 2.46678  0.000
H: 5.71214 3.40864 0.07137  0.000
H: 1.01755 -2.28842 2.31162  -0.001
H: 1.09830 4.86254 -1.26758  0.000
H: 3.33522 4.19536 3.54192  0.000
H: -4.25638 -3.41543 0.14549  0.000
H: -0.67602 6.57467 -1.18907  0.000
H: -5.80274 2.93882 -2.52567  0.000
H: -1.30704 2.24757 1.10544  0.000

Values from the calculation:
ΔE to the lowest compared entry with this formula, charge and spin	0.3386	eV
gap between HOMO and LUMO (spin up / spin down)	7.20 / 7.36	eV
<S²>	0.77
calculated total energy	-102057.5630	eV
2S+1	2

DFT (ωB97M-V with the def2-TZVPD basis set) results for an isolated molecule of C7H6P2.

Each line ends with the natural charge from an NBO analysis.
Geometry (Å):
P: -0.79661 3.51765 -0.66230  0.336
P: -2.15064 2.37629 0.48363  0.227
C: -1.11199 -0.52143 0.90121  -0.218
C: 1.01810 -1.19245 0.12081  -0.196
C: 1.33988 0.10082 -0.25736  -0.198
C: 0.30786 1.10666 -0.18151  -0.122
C: -0.17274 -1.52394 0.77609  -0.221
C: 0.50910 2.38197 -0.80880  -0.526
C: -0.96176 0.73880 0.33575  -0.171
H: 1.50840 2.58757 -1.01029  0.227
H: 1.68902 -1.90936 -0.17463  0.205
H: 2.41159 0.26054 -0.47098  0.221
H: -0.60005 -2.49640 0.95446  0.222
H: -3.12735 2.16676 -0.44122  0.004
H: -1.89781 -0.80311 1.52463  0.210

Values from the calculation:
ΔE to the lowest compared entry with this formula, charge and spin	0.7243	eV
gap between HOMO and LUMO	7.70	eV
SMILES	C1=c2ccccc2=[PH]=P1
calculated total energy	-25931.8280	eV

DFT (ωB97M-V with the def2-TZVPD basis set) results for a 7-piece molecular cluster, C45H43ClO24P2 overall.

Each line ends with the Mulliken charge.
Geometry (Å):
Cl: 0.65723 2.56576 0.81074  -0.083
P: -0.57331 -0.16785 0.78782  0.291
P: -0.02729 -2.12350 1.59974  -0.040
O: 7.00795 1.23200 -5.42457  -0.640
O: -4.42892 -3.79240 2.43927  -0.560
O: 4.69038 -2.45412 -5.45365  -0.607
O: -2.59907 -1.65610 5.55188  -0.360
O: 4.06879 6.18128 -5.12623  -0.584
O: -1.38510 7.94823 -1.73001  -0.639
O: 0.24464 -3.67569 -8.06728  -0.610
O: -5.39712 -7.23408 6.35232  -0.611
O: 4.33837 1.25389 -4.88691  -0.470
O: 3.32454 -4.66276 -4.64170  -0.578
O: -4.69904 -0.13995 4.72104  -0.570
O: -2.35358 -5.32485 3.30487  -0.543
O: 1.83717 5.32147 -1.06766  -0.557
O: 2.68657 4.07038 -6.14773  -0.660
O: -3.00661 5.20510 2.50529  -0.622
O: -4.66733 1.76719 9.02907  -0.610
O: 1.65702 -1.51808 -8.93405  -0.572
O: 5.34127 -1.48295 -1.18822  -0.671
O: 0.52030 3.15353 -2.06823  -0.416
O: -2.51211 0.31411 9.83052  -0.568
O: -0.33370 5.27021 2.00099  -0.549
O: -4.04867 7.95476 -1.17601  -0.569
O: 8.01859 -1.43405 -1.67330  -0.574
O: -7.49082 -5.76381 5.42781  -0.578
C: 1.56974 3.54994 -4.13600  -0.717
C: -1.73410 7.32385 -0.73973  0.959
C: 5.20188 0.57045 -4.08042  0.144
C: 1.74625 -4.23697 -6.33550  -0.880
C: 3.19929 5.48004 -4.34135  0.325
C: -1.33601 -0.29670 -0.93828  -0.388
C: 2.48794 4.33191 -4.97068  0.888
C: 4.76546 -0.10976 -3.01860  -0.759
C: 2.09799 -2.24934 -7.86968  0.397
C: 6.64890 0.61421 -4.43447  0.963
C: -0.34554 -3.35656 0.19352  -0.382
C: 1.27406 -3.42279 -7.46151  0.874
C: -4.74178 0.86279 6.85062  -0.859
C: 3.67792 -2.72660 -6.08103  1.026
C: -2.91803 -0.48847 -0.95532  -0.361
C: 3.60501 1.14894 1.29536  -0.872
C: 2.05948 5.04132 -2.23501  1.180
C: -3.60487 6.58338 0.68555  -0.943
C: -2.48837 -0.71052 7.71172  -1.059
C: -3.02118 0.15790 8.57392  0.438
C: 5.70537 -0.83736 -2.15985  0.892
C: -4.19669 0.99718 8.20614  0.937
C: -1.22511 -2.38226 3.04374  -0.760
C: -5.15465 -6.46031 5.43949  0.944
C: -1.20645 5.93219 1.18627  0.273
C: -6.02129 -4.73815 3.90176  -1.103
C: -2.65356 5.85673 1.53440  0.925
C: 1.36799 3.87593 -2.85745  0.329
C: 3.21914 -1.92617 -7.22142  -0.964
C: 1.08845 0.77742 0.52338  0.030
C: -3.04843 -0.86208 6.36417  0.775
C: -4.20690 -0.00311 5.98709  0.385
C: 0.26503 -4.82205 0.45138  -1.061
C: -3.81664 -6.32961 4.85130  -0.716
C: 2.99558 5.80967 -3.06420  -1.096
C: 7.15523 -0.77146 -2.49773  0.303
C: -4.67835 -4.59088 3.33020  1.026
C: -0.78062 6.61711 0.12282  -0.816
C: -3.17882 7.27080 -0.37603  0.415
C: 2.86910 -3.91555 -5.68972  0.361
C: -3.59112 -5.45891 3.86531  0.292
C: 7.59235 -0.09401 -3.56142  -0.977
C: 2.25636 0.28116 1.50580  -0.529
C: -6.24781 -5.61137 4.88556  0.423
C: -3.76853 -0.76256 0.17685  -0.704
H: 0.83054 -1.95308 -9.22369  0.351
H: -7.39101 -6.44978 6.11754  0.350
H: 4.28626 0.95582 2.19565  0.358
H: 1.07363 2.70800 -4.60037  0.479
H: -0.99863 -1.54519 3.80421  0.282
H: -2.45347 -4.63360 2.61981  0.082
H: -3.44241 -0.35092 -1.97435  0.289
H: -3.07120 0.99544 10.25428  0.349
H: 3.36337 2.26876 1.31010  0.285
H: -0.84866 -1.12994 -1.55194  0.345
H: 0.26637 6.67746 -0.14143  0.469
H: -6.80551 -4.11486 3.49275  0.444
H: -1.11730 0.69829 -1.48141  0.200
H: -4.55831 0.03976 0.42997  0.222
H: 8.64172 -0.04035 -3.81873  0.431
H: -4.14408 -0.82529 4.29770  0.265
H: 0.54451 3.58660 -1.18738  -0.008
H: -2.28436 -2.18399 2.65812  -0.085
H: 1.14903 -5.09590 -6.06001  0.427
H: 4.03552 5.74765 -6.00201  0.350
H: 1.37152 0.58408 -0.57757  0.042
H: -3.03578 -6.96335 5.24998  0.453
H: -3.49529 8.36414 -1.87040  0.347
H: -4.65065 6.53522 0.95889  0.418
H: -0.05399 -5.47253 -0.45014  0.357
H: -3.76990 -1.72891 0.79467  0.361
H: -1.63681 -1.32701 7.96705  0.447
H: 7.45785 -1.84265 -0.98433  0.347
H: -1.10083 -3.37220 3.59238  0.565
H: 3.71724 -0.15088 -2.75278  0.669
H: -0.88762 4.85481 2.69174  0.333
H: -1.46997 -3.37233 -0.07388  0.323
H: 3.50411 6.64192 -2.59611  0.464
H: 0.19057 -2.93525 -0.73784  0.250
H: -0.15613 -5.34577 1.37790  0.231
H: 3.82463 -1.07586 -7.50625  0.457
H: -5.58385 1.49026 6.59021  0.445
H: 1.40543 -4.79029 0.43044  0.306
H: 2.54945 -0.81469 1.35269  0.269
H: 4.14760 -4.22413 -4.34794  0.337
H: 1.84559 0.38109 2.57366  0.314
H: 4.89579 1.65941 -5.58094  0.327
H: 4.10121 0.82293 0.32305  0.041

Values from the calculation:
ΔE to the lowest compared entry with this formula, charge and spin	4.3144	eV
gap between HOMO and LUMO	6.01	eV
SMILES	C=CCP([C@@H](Cl)CC)#P(C)CC.O=C1C=C(O)C(=O)C=C1O.O=C1C=C(O)C(=O)C=C1O.O=C1C=C(O)C(=O)C=C1O.O=C1C=C(O)C(=O)C=C1O.O=C1C=C(O)C(=O)C=C1O.O=C1C=C(O)C(=O)C=C1O
calculated total energy	-127594.2946	eV

DFT (ωB97M-V with the def2-TZVPD basis set) results for a 2-piece molecular cluster, C6H12N2 overall.

Each line ends with the natural charge from an NBO analysis.
Geometry (Å):
N: 0.84699 -1.28612 -1.18646  -0.540
N: 1.88244 -0.86273 0.71524  -0.457
C: 0.39995 -1.94835 2.37744  -0.634
C: -1.77910 2.88266 -0.99702  -0.608
C: 1.90001 -0.69376 -0.56296  0.184
C: 0.13900 -1.93994 -0.18162  -0.120
C: 0.77561 -1.65822 0.97448  0.090
C: -0.68725 1.84563 -0.64501  -0.609
H: 0.93437 -1.63874 -2.12616  0.410
H: -1.58123 3.29509 -1.98214  0.198
H: -1.74986 3.68522 -0.26633  0.204
H: -0.89262 0.87062 -1.09888  0.203
H: -2.75036 2.41375 -1.11375  0.202
H: 2.66852 -0.16428 -1.10653  0.192
H: 1.28504 -2.06297 2.99854  0.229
H: -0.17754 -2.86234 2.47638  0.214
H: -0.18156 -1.14666 2.83804  0.220
H: 0.27575 2.15404 -1.06501  0.201
H: -0.66739 -2.58994 -0.48288  0.214
H: -0.64077 1.70703 0.43463  0.207

Values from the calculation:
ΔE to the lowest compared entry with this formula, charge and spin	0.2122	eV
gap between HOMO and LUMO	9.67	eV
SMILES	Cc1c[nH]cn1.CC
calculated total energy	-9396.6375	eV

- What is the calculated total energy in the third record?
  -127594.2946 eV

- Which of these has the lowest calculated total energy?
  C45H43ClO24P2

- What is the ΔE to the lowest compared entry with this formula, charge and spin in the second record?
  0.7243 eV

- What is the ΔE to the lowest compared entry with this formula, charge and spin in the third record?
  4.3144 eV